Molecular formula: C2H41HgO19
Method: DFT, ωB97M-V/def2-TZVPD

Properties
- HOMO level: -12.042 eV
- Energy relative to the best compared isomer or geometry (same formula, charge and spin): 0.0 kcal per mole
- E_LUMO: -5.646 eV
- Orbital gap: 6.396 eV

Geometry as ORCA input:
```
! RIJCOSX wB97M-V def2-TZVPD def2/J DEFGRID3
* xyz 1 1
Hg 1.15592 2.57932 1.88108
C -0.07108 0.11932 -0.65092
C -0.13108 -0.07268 0.79008
O 1.08792 0.38032 1.32408
H -0.06308 1.24532 -0.79892
H -0.80308 -0.36368 -1.18892
H 0.89192 -0.36168 -1.04692
H -0.28708 -1.11068 1.08108
H -0.93408 0.43232 1.24908
O 1.75092 -2.10968 2.65908
H 1.59092 -1.39868 2.04508
H 2.38992 -1.73268 3.33708
O -3.17708 0.92432 2.49108
H -2.79008 0.99832 1.62708
H -3.40408 1.84832 2.54708
O 2.61292 0.26532 -3.07792
H 2.48392 0.19232 -3.99992
H 2.16292 1.03732 -2.78292
O 1.26492 3.43432 -0.25992
H 1.34792 2.94832 -1.06992
H 1.75392 4.27132 -0.33092
O -0.12408 -1.14868 4.26308
H -0.78308 -1.73168 3.91708
H 0.62792 -1.39868 3.74808
O -3.52808 0.24032 -0.22892
H -3.15008 -0.60968 -0.19192
H -2.94508 0.80832 -0.71892
O 1.83592 -2.35068 -2.88192
H 1.65992 -1.43668 -2.85292
H 2.79692 -2.38268 -2.98492
O 3.49292 -0.83568 0.36608
H 2.81892 -0.25368 0.58108
H 4.13792 -0.39768 -0.18592
O -0.79808 2.26232 -3.53992
H -0.78308 2.76232 -4.37892
H -0.44708 1.36732 -3.64092
O -1.28108 3.00532 1.11708
H -1.96808 3.35132 1.61208
H -1.59008 3.06732 0.22908
O -0.93408 -3.34468 -3.00992
H -1.09208 -3.46668 -2.07892
H -0.58908 -2.44968 -3.18592
O -0.28208 -0.47068 -3.72492
H -1.15608 -0.45368 -3.41292
H -0.30708 -0.45768 -4.67792
O -2.26908 2.47832 -1.34192
H -1.84408 2.46832 -2.20692
H -2.94108 3.20832 -1.45192
O 3.53492 1.97732 1.69908
H 4.05592 2.42232 1.00708
H 4.17992 1.38432 2.09408
O -2.14008 -2.45968 0.12908
H -1.38208 -1.97768 0.48608
H -2.75508 -2.59068 0.85008
O 0.74392 -3.00768 -0.46992
H 0.90892 -2.22968 0.01008
H 1.24092 -2.67268 -1.26992
O -1.35908 -3.21068 2.90108
H -0.71508 -3.51268 3.54608
H -1.81608 -3.99468 2.67408
O -0.35408 1.65032 3.59808
H -1.05808 2.14832 4.00608
H -0.47608 0.71632 3.77708
*
```